The following is a DFT calculation (ωB97M-V/def2-TZVPD) of a structure of composition C28H13CdCl7F6N4O3.

Values from the calculation:
LUMO energy (eV): 3.863
E_HOMO (eV): -1.5
Frontier orbital gap (Ha): 0.1962
Energy relative to the best compared isomer or geometry (same formula, charge and spin) (eV): 0.2490
E (eV): -149880.7433

Geometry as ORCA input:
```
! wB97M-V def2-TZVPD RIJCOSX def2/J DEFGRID3
* xyz -2 1
Cd 4.8070 -13.5764 13.9040
Cl 3.8687 -18.8761 9.1299
C 3.4923 -17.8767 10.4588
C 4.5170 -17.1876 11.0893
C 4.3174 -16.2187 12.0874
N 5.3419 -15.6080 12.7097
C 6.6338 -16.0854 12.7452
O 7.0494 -17.1300 12.2096
C 7.6270 -15.2837 13.4914
C 8.9768 -15.7871 13.5412
C 9.8748 -15.1391 14.3322
C 9.4669 -13.9923 15.0314
C 8.1513 -13.5593 14.9352
N 7.2738 -14.1613 14.1175
C 2.9407 -15.8096 12.3845
C 1.8956 -16.5615 11.7418
C 2.0948 -17.5409 10.7575
Cl 0.6939 -18.2228 10.0728
N 2.7416 -14.7716 13.1835
C 1.4955 -14.3875 13.6153
O 0.4232 -14.9583 13.3676
C 1.3449 -13.1728 14.4462
C 0.0870 -12.9961 15.1039
C -0.1085 -11.7703 15.7144
C 0.8863 -10.8072 15.7304
C 2.0806 -11.1023 15.1073
N 2.2888 -12.2623 14.4671
H 5.5700 -17.4133 10.8362
H 9.2729 -16.6881 12.9989
H 10.9250 -15.4777 14.4065
H 10.0994 -13.4225 15.7275
H 7.7922 -12.7108 15.5147
H 0.9310 -16.1795 12.0479
H -0.6739 -13.7676 15.1106
H -1.0975 -11.5532 16.1469
H 0.7349 -9.8561 16.2113
H 2.8945 -10.3671 15.1028
Cl 5.0113 -12.2817 10.8449
C 5.6283 -11.1777 12.0238
C 5.3554 -11.3402 13.3615
C 5.7004 -10.3775 14.2860
Cl 5.3918 -10.4656 15.9917
C 6.3424 -9.2168 13.8284
Cl 6.5072 -7.8399 14.8058
C 6.8854 -9.1504 12.4926
Cl 7.9581 -7.8604 12.0865
C 6.4761 -10.1373 11.5777
Cl 7.1506 -10.1082 10.0050
C 3.9600 -15.9670 16.8752
C 4.6688 -14.6411 17.1713
O 4.8396 -13.8747 16.0449
C 3.7468 -13.7826 18.0775
F 2.5677 -13.6152 17.5088
F 3.5042 -14.3528 19.3166
F 4.3221 -12.5924 18.3935
C 6.0203 -14.9570 17.8568
F 5.9417 -15.4054 19.1549
F 6.8749 -13.9011 17.8930
F 6.7239 -15.8923 17.1933
H 2.9683 -15.7967 16.4578
H 3.8658 -16.6372 17.7491
H 4.5574 -16.5128 16.1469
*
```

Atom charges from the Löwdin analysis, given in e for atoms 1 to 2: 1.36 0.61